The following is a DFT calculation (wB97M-V/def2-TZVPD) of C6H5OPS in the gas phase at a distorted geometry.

The value obtained for the HOMO energy (alpha / beta) is -9.1 / -9.1 eV. The spin multiplicity is 1. As for the largest force on an atom: 3.40 eV/Å. The net charge is 0. As for the HOMO-LUMO gap (alpha / beta): 0.286 / 0.286 Eh. As for the energy above the lowest of the compared OMol25 structures with the same formula, charge and spin: 270.83 kJ/mol.

Structure (XYZ):
```
14
Properties=species:S:1:pos:R:3:forces:R:3
C 1.5938 -0.3074 1.2162 0.876 -1.220 -0.638
C 0.6574 0.6337 1.3977 -1.207 2.134 2.269
C 1.7018 -1.0609 0.0395 -0.328 0.812 0.833
C -0.2695 0.9182 0.4194 -0.150 -0.251 -0.394
C 0.7773 -0.8584 -0.9356 -1.062 -0.436 -1.235
C -0.2186 0.1099 -0.7309 -2.319 1.538 -1.955
O -4.4678 0.4758 -1.5026 1.071 0.320 0.979
P -1.7288 0.4938 -2.2598 2.138 -0.784 2.524
S -3.1132 0.4908 -0.8423 -1.235 -0.458 -1.516
H 2.1303 -0.3934 2.0982 1.893 -0.980 1.052
H 0.6220 1.1883 2.4385 0.030 -1.080 -2.345
H 2.3868 -1.8087 -0.2631 1.122 -0.576 0.857
H -0.9626 1.7241 0.7035 -0.017 -0.542 -1.017
H 0.8910 -1.6058 -1.7786 -0.812 1.522 0.584
```
Positions in Å, forces in eV/Å.

***

The following is a DFT calculation (wB97M-V/def2-TZVPD) of C7H14N2S2 in the gas phase at a distorted geometry.

The value obtained for the HOMO energy (alpha / beta) is -6.8 / -6.6 eV. The spin multiplicity is 1. As for the largest force on an atom: 3.26 eV/Å. The net charge is 0. As for the HOMO-LUMO gap (alpha / beta): 0.264 / 0.251 Eh. As for the energy above the lowest of the compared OMol25 structures with the same formula, charge and spin: 544.18 kJ/mol.

Structure (XYZ):
```
25
Properties=species:S:1:pos:R:3:forces:R:3
C 1.4708 0.9039 -2.2824 0.632 -0.912 -0.097
C 1.6936 -0.9370 -0.1997 1.669 0.880 2.180
C 2.6504 -1.2268 -1.3485 -1.731 1.987 -1.077
C -0.0947 0.4800 2.4787 2.366 -2.092 -0.793
C -2.0272 -0.1552 -1.6652 1.214 2.268 -1.513
C 0.1966 1.2287 1.1523 -1.936 1.379 -0.013
C -1.6192 0.7403 -0.5312 1.035 0.517 0.770
N 0.4614 -0.4785 -0.6507 -1.786 1.783 -1.917
N -0.2655 0.4554 -0.0350 1.388 0.054 0.990
S 0.7358 1.9870 -3.1450 -0.678 0.887 -0.170
S 3.0179 0.2328 -2.4396 -0.727 -0.439 0.815
H 1.5675 -1.9672 0.1977 -0.062 0.473 0.477
H 2.1409 -0.2250 0.6005 -0.253 -1.392 -1.119
H 3.6012 -1.4596 -1.0377 1.956 -1.408 0.956
H 2.1329 -1.9324 -1.9747 0.342 -0.580 -0.308
H 0.8980 0.0666 2.9772 -1.876 1.475 -0.605
H -0.7115 1.1040 3.1010 -0.168 -0.410 0.625
H -0.5052 -0.5035 2.1476 -0.591 0.863 0.691
H -1.4577 0.1889 -2.6333 -1.327 -0.257 1.676
H -1.4927 -1.0805 -1.4860 -1.507 -1.037 0.036
H -3.1008 0.1693 -1.7076 0.585 -1.839 -0.613
H -0.3661 2.2773 1.1943 1.053 -2.272 -0.484
H 1.2321 1.4765 1.0994 0.771 0.166 -0.455
H -1.6484 1.7914 -0.9184 -0.117 -0.598 0.902
H -2.2221 0.5680 0.3969 -0.250 0.504 -0.958
```
Positions in Å, forces in eV/Å.

***

The following is a DFT calculation (wB97M-V/def2-TZVPD) of 2 unconnected molecules or ions with the total composition C4H5N3OS at a distorted geometry.

The value obtained for the HOMO energy is -9.1 eV. The spin multiplicity is 1. As for the largest force on an atom: 1.60 eV/Å. The net charge is 0. As for the HOMO-LUMO gap: 0.361 Eh. As for the energy above the lowest of the compared OMol25 structures with the same formula, charge and spin: 396.38 kJ/mol.

Structure (XYZ):
```
14
Properties=species:S:1:pos:R:3:forces:R:3
C 1.5229 -1.0801 -1.0251 0.119 -0.018 -0.375
C 0.7809 -0.5371 -2.0200 0.228 -0.117 -0.219
C -0.3040 -0.1449 -0.0587 -0.609 0.305 0.006
C -0.5681 1.0161 2.8860 -1.539 0.447 0.067
N 0.8493 -0.8309 0.1418 -0.286 0.139 -0.157
N -0.3023 0.0124 -1.3953 -0.210 -0.103 1.105
N -1.7165 1.3212 2.7431 0.441 -0.050 0.181
O -1.3158 0.6417 -2.0922 0.237 -0.028 -0.272
S 0.8741 0.7139 3.3684 1.186 -0.319 0.159
H 2.4514 -1.6113 -1.0547 0.173 -0.069 -0.098
H 0.9192 -0.4847 -3.0780 0.091 -0.040 -0.225
H 1.1623 -1.1175 1.0545 -0.105 0.138 -0.013
H -2.3423 1.2898 1.9675 -0.029 -0.111 -0.334
H -2.0112 0.8113 -1.4373 0.303 -0.173 0.174
```
Positions in Å, forces in eV/Å.

***

The following is a DFT calculation (wB97M-V/def2-TZVPD) of C3H7NO2 in the gas phase.

The value obtained for the HOMO energy is -9.8 eV. The spin multiplicity is 1. As for the largest force on an atom: 0.59 eV/Å. The SMILES is C/C(CO)=N/O. The net charge is 0. As for the HOMO-LUMO gap: 0.393 Eh. As for the energy above the lowest of the compared OMol25 structures with the same formula, charge and spin: 266.58 kJ/mol.

Structure (XYZ):
```
13
Properties=species:S:1:pos:R:3:forces:R:3
C 1.7413 0.3822 0.2742 0.043 0.030 -0.005
C 0.2861 0.2436 -0.0701 -0.030 0.145 -0.221
C -0.5909 -0.6541 0.7858 0.194 0.129 0.212
O -1.3769 -1.5623 0.0566 -0.177 0.059 -0.084
N -0.1357 0.9057 -1.0760 0.338 -0.265 0.402
O -1.5210 0.7347 -1.2519 -0.231 0.013 -0.255
H 2.1791 1.2470 -0.2290 -0.081 -0.148 0.042
H 1.8722 0.4951 1.3566 -0.050 0.001 -0.151
H 2.2902 -0.5179 -0.0276 -0.112 0.092 0.068
H -1.2070 -0.0041 1.4298 0.074 -0.093 -0.064
H 0.0472 -1.2534 1.4415 -0.049 0.118 -0.070
H -1.9297 -1.0152 -0.5209 0.109 -0.205 -0.003
H -1.6547 0.9985 -2.1691 -0.029 0.125 0.129
```
Positions in Å, forces in eV/Å.